DFT (wB97M-V/def2-TZVPD) results for C25H27N5O in the gas phase in a non-equilibrium geometry.

The geometry in XYZ format:
```
58
Properties=species:S:1:pos:R:3:lowdin_charge:R:1
C 2.25756 -1.93369 -0.95759 -0.0499
O -1.13864 4.76562 -1.90279 -0.0602
C 1.40332 0.79062 1.38739 -0.1291
H -2.63363 1.15735 0.23820 0.1017
H 1.97864 -3.25290 3.44568 0.1212
H -0.39473 4.67484 0.02758 0.1211
H 4.45020 0.61969 -1.23410 0.1031
H 2.64626 -4.26121 1.46009 0.1234
C 2.87782 -0.81355 -1.47938 -0.0773
H -6.68089 0.40216 -2.46503 0.1014
H 1.55363 -4.30608 0.06617 0.1251
H -4.81882 1.94918 1.05143 0.1031
H 2.62485 -1.06621 2.89401 0.1028
C 4.46408 -0.85974 0.31240 -0.0778
N -0.03563 0.82886 -0.52340 0.1844
H 1.46427 4.10149 -1.60614 0.1236
H 1.90399 3.13611 0.49750 0.1292
C -0.56888 4.03223 -0.84920 -0.2596
C 3.83809 -1.97854 0.83399 -0.0585
H 1.40596 -2.35844 -1.47038 0.1149
N 1.35740 2.62028 -0.17515 0.0609
H 5.33023 -0.44755 0.80889 0.1063
C -5.89041 1.22533 -0.65474 -0.0935
C 1.96030 -3.66259 0.85390 -0.1291
C -0.44907 -0.40047 -0.22842 -0.2896
H -1.87677 -1.75136 -0.72093 0.1358
C 2.71022 -2.51149 0.22314 -0.2111
H -0.44251 -3.09217 0.11566 0.1181
C 2.33807 1.46402 2.17940 -0.2243
H 4.23002 -2.44365 1.72856 0.1155
H -6.84919 1.57331 -0.30006 0.1003
C -0.24138 -2.59972 1.07074 -0.1329
H -1.42956 0.70145 -2.27158 0.1155
H -1.30407 3.26987 -0.58544 0.1028
C -4.56641 0.12117 -2.32233 -0.0480
H -2.19523 -0.75661 -2.95742 0.1208
C -2.07436 -0.15304 -2.05221 -0.1355
C -4.75077 1.43521 0.10381 -0.0789
C 1.54036 -1.19660 2.90365 -0.0934
H -4.49723 -0.39126 -3.27167 0.1073
C 3.97399 -0.26413 -0.83630 -0.0867
C 0.97720 -0.51367 1.69196 -0.1142
C 0.75008 3.34965 -1.25577 -0.1760
H 2.50054 -0.36541 -2.38689 0.1065
H 0.27839 -2.80570 3.61384 0.1205
C -5.79541 0.56889 -1.86928 -0.0870
N 0.84105 -3.31223 1.71852 -0.1620
C 1.16626 -2.68983 2.98172 -0.1621
C 0.07374 -1.13919 0.85591 -0.1020
H -0.51980 5.45092 -2.17980 0.0857
C 0.89043 1.40849 0.22607 -0.2794
H 0.54601 2.64568 -2.06530 0.1151
C -3.41898 0.33113 -1.57050 -0.2077
H 1.17297 -0.68338 3.79742 0.1320
C -3.52336 0.99124 -0.35189 -0.0415
H -1.13161 -2.71399 1.70630 0.1320
N 3.10086 2.05287 2.80956 0.1666
N -1.37942 -0.94330 -1.05977 0.0708
```

Total energy in eV: -35861.93806
Relative energy (zero: lowest compared OMol25 entry of this formula, charge and spin) in eV: 0.000
SMILES: N#Cc1c(NCCO)nc(NCc2ccccc2)c2c1CCN(Cc1ccccc1)C2
Spin multiplicity: 1
Kohn-Sham gap in eV: 8.2933